12
Properties=species:S:1:pos:R:3:mulliken_charge:R:1 method="wB97M-V/def2-TZVPD" homo_energy_ev="-14.137 / -13.772" e_lumo_ha="-0.25085 / -0.25662" spin_multiplicity=1 charge=+1 mol_weight_g_mol=80.110 homo_lumo_gap_ev="7.3 / 6.8" relative_energy_ev=10.354 max_force_ev_per_a=3.9
C -2.43290 0.89094 -2.65439 -0.213
C -1.44059 1.51052 -2.19828 0.230
C -0.36501 2.07543 -1.86463 0.103
C 0.06828 0.24298 -0.01092 -0.015
C 0.69505 -1.48377 1.59276 -0.860
N 0.54708 -0.10855 1.11573 -0.045
H 0.42430 2.70192 -2.13071 0.383
H -0.42661 -0.49074 -0.81790 0.171
H 0.16721 -2.11546 0.99713 0.344
H 1.67531 -2.02649 1.58823 0.325
H 0.11253 -1.58456 2.55507 0.341
H 0.97536 0.38777 1.82789 0.234